C32H55BiNP2Si as an isolated structure in a non-equilibrium geometry, computed with ωB97M-V/def2-TZVPD.

Cartesian coordinates (Å):
Bi: 0.1586 -0.1842 -1.2109
C: -1.0509 -2.7023 2.1901
C: 0.2609 -3.0982 1.8119
C: 0.3942 -2.0896 3.8707
C: -0.9711 -2.1055 3.4774
C: 1.1559 -2.6904 2.8351
C: -2.2816 -2.9259 1.4056
H: -2.1410 -2.6450 0.3489
H: -3.1110 -2.3305 1.8056
H: -2.5896 -3.9847 1.4210
C: -2.1004 -1.6160 4.2851
H: -3.0180 -2.1654 4.0428
H: -2.2954 -0.5501 4.1035
H: -1.8952 -1.7372 5.3565
C: 0.9017 -1.5624 5.1522
H: 0.2333 -1.8415 5.9777
H: 0.9754 -0.4652 5.1460
H: 1.8994 -1.9630 5.3684
C: 2.6142 -2.9242 2.8411
H: 2.8624 -3.9523 3.1492
H: 3.1154 -2.2427 3.5378
H: 3.0396 -2.7730 1.8403
C: 0.6289 -3.8794 0.6121
H: 0.6906 -4.9579 0.8388
H: 1.6125 -3.5771 0.2269
H: -0.1117 -3.7653 -0.1908
C: -1.4736 0.3357 -2.4459
C: -1.8041 -0.8774 -3.2667
C: -0.9994 -2.1501 -3.1162
C: 0.4742 -1.9633 -3.6152
C: 1.2535 -0.8998 -2.8257
C: 1.5066 0.4319 -3.5636
C: 0.2745 1.1279 -4.2162
C: -0.9336 1.4962 -3.3187
H: -1.4730 -2.9419 -3.7228
H: 0.4635 -1.7228 -4.6919
H: -1.0107 -2.5242 -2.0700
H: -1.7419 1.8419 -3.9839
H: -2.2954 0.6935 -1.8057
H: -1.7413 -0.5801 -4.3332
H: -0.6807 2.3612 -2.6925
H: 0.6159 2.0607 -4.6996
H: 2.1659 0.1734 -4.4219
H: -0.0591 0.4790 -5.0461
H: 1.0058 -2.9258 -3.5274
H: 2.1936 -1.3071 -2.4133
P: -3.8900 -1.3898 -3.9145
C: -4.8358 -0.1688 -2.9235
C: -4.2193 -2.8099 -2.8050
P: 2.7711 1.7342 -2.8345
C: 1.6670 1.8281 -1.4140
C: 4.3150 0.9674 -2.3229
C: 3.1138 3.1779 -3.8154
H: -4.3156 0.0710 -1.9877
H: -5.8295 -0.5887 -2.7107
H: -4.9627 0.7379 -3.5320
H: -3.8610 -3.7206 -3.3008
H: -5.3041 -2.8872 -2.6585
H: -3.7097 -2.6761 -1.8438
H: 2.5163 3.1941 -4.7380
H: 4.1818 3.1604 -4.0768
H: 2.9069 4.0736 -3.2118
H: 2.1903 1.8204 -0.4529
H: 1.0497 2.7372 -1.4466
H: 4.6649 1.4657 -1.4088
H: 5.0572 1.1292 -3.1180
H: 4.2134 -0.1082 -2.1342
C: 3.5778 2.3197 1.5079
Si: 1.9749 2.6538 2.4385
C: 2.0621 1.6662 4.0290
C: 1.8490 4.4882 2.8016
N: 0.6048 2.1719 1.4986
C: -0.7086 2.0990 1.6106
C: -1.3837 1.6544 2.8015
C: -2.7617 1.4920 2.8238
C: -3.5294 1.7029 1.6704
C: -2.9154 2.1587 0.4969
C: -1.5467 2.3886 0.4726
H: 4.4186 2.4461 2.2075
H: 3.7356 3.0205 0.6777
H: 3.6313 1.2952 1.1159
H: 2.9129 2.0122 4.6352
H: 1.1552 1.7725 4.6380
H: 2.2110 0.5994 3.8129
H: 1.6225 5.0493 1.8845
H: 1.0520 4.6978 3.5276
H: 2.7938 4.8696 3.2134
H: -0.7719 1.4348 3.6802
H: -3.2535 1.2001 3.7533
H: -4.6056 1.5288 1.6964
H: -3.5097 2.3481 -0.3990
H: -1.0529 2.8029 -0.4111

Properties
DFT total energy = -67851.35890 eV
Lowest unoccupied orbital energy (spin up / spin down) = -2.91 / -3.87 eV
Orbital gap (spin up / spin down) = 6.00 / 5.12 eV
HOMO (spin up / spin down) = -8.91 / -9.00 eV
Net charge = +1



C55H66HfN5P2SSeSi2 as an isolated structure, computed with ωB97M-V/def2-TZVPD.

Cartesian coordinates (Å):
Hf: -0.6199 1.6466 -0.4785
C: 0.3164 4.5930 -3.8492
Si: -0.4724 2.8949 -3.9867
C: 0.2281 2.1539 -5.5675
C: -2.3288 3.0991 -4.1632
N: -0.0574 1.8961 -2.6039
P: 0.8455 0.5346 -2.6020
C: 1.0082 0.1628 -0.9686
P: 1.9497 0.8461 0.2352
N: 1.1939 2.2385 0.6665
Si: 1.2345 3.4245 1.9531
C: 2.0163 2.8322 3.5473
C: 2.1973 4.9567 1.4232
C: -0.5159 3.9648 2.3948
C: 1.7852 -0.3072 1.6480
C: 0.7117 -1.0857 1.5146
C: -0.0733 -1.5643 2.6691
C: 0.5675 -1.4048 3.9848
C: 1.9070 -0.8034 4.0383
C: 2.4447 -0.2424 2.9462
C: 3.7087 1.0125 -0.0999
C: 4.4631 2.0709 0.3912
C: 5.8239 2.1399 0.1188
C: 6.4290 1.1468 -0.6380
C: 5.6779 0.0803 -1.1210
C: 4.3220 0.0104 -0.8515
C: 2.3981 0.7532 -3.4986
C: 2.9307 -0.2106 -4.3483
C: 4.1712 -0.0041 -4.9387
C: 4.8791 1.1628 -4.6849
C: 4.3490 2.1293 -3.8386
C: 3.1150 1.9223 -3.2451
C: -0.0433 -0.8575 -3.3467
C: -1.2080 -0.6882 -4.0851
C: -1.8957 -1.7943 -4.5725
C: -1.4196 -3.0723 -4.3288
C: -0.2622 -3.2515 -3.5781
C: 0.4137 -2.1507 -3.0798
H: 0.3494 5.0430 -4.8472
H: -0.2242 5.2866 -3.2015
H: 1.3484 4.5192 -3.4940
H: -0.2529 2.6641 -6.4098
H: 1.3016 2.3466 -5.6452
H: 0.0707 1.0847 -5.7051
H: -2.5567 3.4087 -5.1885
H: -2.8832 2.1804 -3.9542
H: -2.7229 3.8720 -3.4982
H: 3.0680 2.5450 3.4681
H: 1.9651 3.6767 4.2448
H: 1.4503 2.0118 3.9887
H: 3.1084 4.7361 0.8628
H: 1.6024 5.6426 0.8161
H: 2.4904 5.5148 2.3190
H: -0.6349 3.8760 3.4785
H: -0.6858 5.0117 2.1288
H: -1.3290 3.3810 1.9617
H: 0.2444 -1.1814 0.5458
H: -1.7046 -1.8778 1.3858
H: -0.0666 -1.3260 4.8586
H: 2.4011 -0.7381 4.9984
H: 3.3973 0.2688 3.0230
H: 3.9898 2.8506 0.9748
H: 6.4089 2.9686 0.4961
H: 7.4884 1.2024 -0.8533
H: 6.1481 -0.6907 -1.7174
H: 3.7259 -0.8061 -1.2441
H: 2.3742 -1.1132 -4.5677
H: 4.5786 -0.7515 -5.6077
H: 5.8429 1.3230 -5.1518
H: 4.8985 3.0408 -3.6407
H: 2.7016 2.6699 -2.5765
H: -1.6042 0.2993 -4.2611
H: -2.8067 -1.6516 -5.1400
H: -1.9537 -3.9323 -4.7133
H: 0.1044 -4.2501 -3.3743
H: 1.2936 -2.2840 -2.4588
S: -5.1916 2.5225 -1.2695
C: -5.0597 0.8252 -1.4159
C: -3.7790 0.3909 -1.2471
C: -2.8340 1.4326 -0.9988
C: -3.4879 2.6432 -0.9893
C: -2.7909 3.9038 -0.8257
C: -3.4079 5.1519 -0.7630
C: -2.6319 6.2902 -0.6782
C: -1.2445 6.1820 -0.6588
C: -0.6988 4.9199 -0.6879
N: -1.4399 3.8076 -0.7458
H: -5.9411 0.2340 -1.6189
H: -3.5179 -0.6594 -1.3077
H: -4.4874 5.2170 -0.7937
H: -3.1040 7.2637 -0.6355
H: -0.6052 7.0524 -0.6180
H: 0.3722 4.7649 -0.6733
C: -3.5616 -3.9275 1.0113
C: -4.7649 -3.2267 1.6390
C: -4.5442 -1.7575 2.0036
C: -3.7940 -1.4463 3.2958
N: -2.3980 -1.8897 3.3670
C: -1.5263 -1.3680 2.3383
Se: -1.6999 0.5975 2.0698
N: 0.3445 -2.8228 3.3624
C: 1.4703 -3.5691 2.7503
C: 1.0817 -4.2322 1.4372
C: 0.1908 -5.4711 1.5272
C: 0.8954 -6.6727 2.1438
C: -0.7234 -3.5546 4.0290
C: -0.3704 -4.6567 4.7972
C: -1.3233 -5.4062 5.4515
C: -2.6532 -5.0204 5.3364
C: -3.0034 -3.8940 4.6224
C: -2.0522 -3.0891 3.9696
H: -3.8256 -4.9325 0.6792
H: -2.7286 -4.0298 1.7113
H: -3.2037 -3.3747 0.1367
H: -5.1071 -3.7888 2.5141
H: -5.5916 -3.2678 0.9251
H: -5.5180 -1.2698 2.1090
H: -4.0509 -1.2382 1.1732
H: -4.3280 -1.8344 4.1603
H: -3.7750 -0.3655 3.4164
H: 1.8513 -4.2837 3.4749
H: 2.2578 -2.8383 2.5842
H: 2.0227 -4.5107 0.9524
H: 0.6267 -3.4809 0.7838
H: -0.1268 -5.7233 0.5129
H: -0.7259 -5.2469 2.0785
H: 1.7655 -6.9606 1.5494
H: 0.2277 -7.5325 2.1971
H: 1.2428 -6.4714 3.1613
H: 0.6699 -4.9387 4.8824
H: -1.0365 -6.2716 6.0327
H: -3.4331 -5.5977 5.8159
H: -4.0496 -3.6346 4.5680

Properties
DFT total energy = -177377.96680 eV
Lowest unoccupied orbital energy = -2.49 eV
Orbital gap = 7.19 eV
HOMO = -9.68 eV
Net charge = +1



One molecule with the formula C6H3NO in a non-equilibrium geometry, computed with ωB97M-V/def2-TZVPD.

Cartesian coordinates (Å):
C: -3.0162 -0.5643 0.0319
C: -1.8268 -0.5845 -0.1242
C: -0.3971 -0.2522 -0.1814
N: 0.4969 -1.1926 0.0160
C: 1.7262 -0.6564 -0.1283
O: 2.6765 -1.3518 -0.0871
C: 1.6215 0.8382 0.0232
C: 0.3280 1.1360 -0.2504
H: -4.0537 -1.0305 0.0824
H: 2.4197 1.5148 0.6542
H: 0.0249 2.1433 -0.0362

Properties
DFT total energy = -9803.36988 eV
Lowest unoccupied orbital energy = -1.52 eV
Orbital gap = 8.54 eV
Energy above the lowest of the compared OMol25 structures with the same formula, charge and spin = 273.7 kJ/mol
HOMO = -10.06 eV
SMILES = C#CC1=NC(=O)C=C1
Net charge = 0